{"formula": "C12H27O3P", "method": "wB97M-V/def2-TZVPD", "species": ["C", "H", "C", "H", "H", "P", "H", "C", "H", "H", "C", "H", "C", "C", "H", "H", "C", "C", "C", "H", "O", "H", "H", "H", "O", "H", "C", "H", "H", "H", "H", "H", "H", "H", "C", "C", "H", "H", "O", "H", "H", "H", "H"], "coordinates": [[4.23970, -0.80514, 0.65177], [1.54180, 2.06388, -0.64599], [1.51965, 0.98593, -0.47325], [-1.00360, 3.16802, 2.39617], [-4.49236, 1.21055, -1.21009], [-0.22037, 0.41818, -0.07833], [-0.75198, 2.10952, -1.78062], [-3.62796, -0.39417, -0.05027], [6.51147, -0.62903, -1.96568], [4.49470, -1.81962, 0.96396], [-4.74726, -1.40804, -0.26999], [-5.58636, -3.15811, 0.68188], [-1.25665, 1.20160, -1.43572], [4.70151, -0.57663, -0.78567], [-1.60149, 0.81392, 1.81591], [2.18549, -1.26665, 0.13331], [-0.64948, 1.24725, 1.49994], [2.73180, -0.61722, 0.82070], [-0.72759, 2.76218, 1.42462], [6.75402, -0.11735, -0.29457], [-0.33260, -1.05081, -0.01678], [-4.58328, -1.92534, -1.21788], [2.44073, -0.88296, 1.84333], [1.85443, 0.47027, -1.38483], [-2.54382, 1.59318, -1.04243], [-3.85072, -2.95451, 0.93578], [6.20112, -0.79880, -0.93725], [0.23376, 3.18313, 1.14146], [-4.99523, -1.93684, 1.80991], [-1.47649, 3.06513, 0.69744], [0.11759, 0.92196, 2.20951], [-1.29266, 0.48185, -2.26610], [-2.67379, -0.91831, 0.01392], [4.75256, -0.10400, 1.31247], [-3.56656, 0.62669, -1.18314], [-4.79945, -2.42888, 0.85974], [-3.79392, 0.13500, 0.89089], [6.46493, -1.81779, -0.66255], [2.36622, 0.74379, 0.61247], [4.45659, 0.44597, -1.07997], [-3.45406, 0.10704, -2.14586], [-5.70511, -0.88600, -0.33826], [4.16469, -1.25882, -1.44994]], "lowdin_charge": [-0.1886, 0.0994, -0.2802, 0.0737, 0.1292, 0.7282, 0.1010, -0.2046, 0.0668, 0.1171, -0.2682, 0.0666, -0.2592, -0.2732, 0.0813, 0.1095, -0.2878, -0.2260, -0.1273, 0.0716, -0.3536, 0.1103, 0.1247, 0.1072, -0.1935, 0.0745, -0.1166, 0.0677, 0.0708, 0.0626, 0.0898, 0.1078, 0.0873, 0.1172, -0.2200, -0.1126, 0.1177, 0.0705, -0.1911, 0.1054, 0.1255, 0.1084, 0.1110], "de_lowest_kj_mol": 7.1, "gap_ev": 9.835, "e_homo_ev": -8.9491, "smiles": "CCCCOCP(=O)(CC)COCCCC"}

{"formula": "C12H28B2ClFN3O3", "method": "wB97M-V/def2-TZVPD", "species": ["H", "N", "C", "C", "H", "H", "C", "H", "H", "H", "H", "C", "H", "C", "H", "H", "F", "Cl", "H", "H", "H", "C", "C", "H", "H", "H", "H", "O", "O", "H", "H", "B", "C", "N", "H", "O", "H", "C", "H", "H", "H", "H", "N", "C", "H", "H", "H", "B", "C", "C"], "coordinates": [[-2.04372, -0.18209, 3.01088], [4.50749, 1.60441, -0.88205], [-3.64969, 1.32625, 1.18758], [-3.07716, -0.02966, -1.16003], [-6.92904, -0.49170, 1.38251], [7.19526, 1.45966, -1.61067], [6.64243, 0.54210, -1.38506], [4.49381, -0.15340, 1.26945], [6.08779, 1.41504, 0.46983], [-2.30111, -0.55086, -1.81357], [-4.50668, 0.94792, 3.55115], [-1.10388, 1.00487, 0.49676], [5.74448, -2.42468, -1.07852], [-6.04864, -0.12715, 0.72762], [5.88482, -1.09100, 0.75991], [0.97017, -1.07641, -1.66571], [-2.75372, 1.96299, -2.93508], [-1.14709, 2.88318, 0.51213], [0.92149, 1.17348, -0.40147], [-6.47027, 0.58108, -0.05664], [7.36754, -0.20929, -1.05724], [0.30342, -0.93907, -0.74384], [5.06502, -0.46288, 0.38805], [-3.09141, 1.61629, 2.15631], [-0.61182, -1.62065, -0.91900], [4.90004, -1.42934, -2.31523], [-0.62845, 0.69893, 1.50261], [4.16506, -1.23706, -0.39624], [-4.76026, 1.63252, -1.80569], [-3.99854, -0.72634, -1.15550], [-0.38342, 1.05153, -1.67526], [-2.65787, -1.13417, 1.23962], [5.59803, 0.80924, -0.30278], [-5.23331, 0.46337, 3.00206], [4.11706, -2.85016, -1.64411], [-3.17117, -2.38002, 0.70714], [-3.93392, 2.25130, 0.58657], [4.78217, -2.01776, -1.40394], [0.84504, -1.31968, 0.19352], [3.87312, 1.88217, -0.13484], [6.20269, 0.20677, -2.32567], [-2.88063, -1.59069, 3.29693], [-2.17703, -1.15722, 2.67964], [-0.06266, 0.61598, -0.65456], [-3.26976, -2.96523, 1.50066], [3.94433, 0.97558, -1.45554], [-5.58787, -1.06659, 0.27616], [-2.58973, 0.31590, 0.37264], [-4.97058, 0.54337, 1.70333], [-3.57182, 1.26918, -1.99482]], "lowdin_charge": [0.0527, 0.0419, -0.1235, -0.0419, 0.0730, 0.0737, -0.0819, 0.1228, 0.1326, 0.0975, 0.0214, -0.5441, 0.0880, -0.0574, 0.1158, 0.0680, -0.0056, 0.4974, 0.0869, 0.0736, 0.0744, -0.1154, -0.2037, 0.0865, 0.0742, 0.0719, 0.0981, -0.1943, 0.0242, 0.1073, 0.1073, -0.5041, -0.4318, 0.0515, 0.0882, 0.0398, 0.0906, -0.1109, 0.0843, 0.0722, 0.0615, 0.0600, 0.1113, -0.2953, 0.0896, 0.0701, 0.0682, -0.7093, -0.3515, -0.3059], "gap_ev": 7.801, "e_homo_ev": -5.2750, "charge": -1}

{"formula": "C12H28B2F8N4O4Pd", "method": "wB97M-V/def2-TZVPD", "species": ["C", "H", "H", "H", "H", "H", "H", "H", "H", "B", "H", "F", "N", "C", "H", "F", "N", "F", "H", "H", "H", "C", "H", "N", "F", "H", "H", "C", "C", "F", "C", "Pd", "O", "C", "H", "H", "H", "C", "H", "O", "O", "O", "C", "H", "C", "F", "H", "H", "C", "F", "H", "N", "F", "H", "H", "H", "H", "C", "B"], "coordinates": [[-3.37103, 4.16280, 12.81786], [-0.15849, 11.47112, 15.09614], [-2.74232, 3.44523, 12.27994], [-1.15375, 11.35642, 17.04713], [-8.02522, 7.62369, 12.64354], [-4.04627, 10.64831, 17.18258], [-1.24946, 10.78462, 13.72928], [-2.69939, 4.85488, 13.41181], [-3.04121, 9.51809, 18.20421], [-4.42841, 6.26034, 15.92768], [-8.09459, 7.20308, 14.37264], [-2.31437, 8.71532, 10.05207], [0.11438, 5.57415, 13.27514], [-0.08318, 7.06531, 11.36858], [-6.71878, 6.92160, 13.37132], [-3.25463, 6.64279, 15.07368], [-1.96324, 10.85820, 16.81561], [-2.42854, 9.72343, 12.10923], [-0.98033, 4.72480, 15.00099], [0.69701, 4.21964, 14.90084], [-0.34145, 8.05454, 11.08554], [-3.01957, 10.54405, 17.78899], [-0.16738, 9.78157, 14.49483], [-7.08166, 8.99603, 13.93571], [-1.97156, 10.96754, 10.20061], [-0.87192, 6.44484, 10.91496], [0.25987, 5.92904, 15.38186], [-0.76229, 10.65284, 14.71466], [-1.93699, 10.23245, 15.56543], [-4.06374, 10.05288, 10.59288], [-7.51460, 7.66842, 13.58541], [-2.89283, 8.17879, 13.51902], [-2.95223, 6.73222, 11.81652], [-5.46651, 10.83643, 14.07783], [-5.35720, 11.24716, 13.10121], [0.35229, 4.89649, 12.56036], [-5.53431, 5.98600, 9.85181], [-5.81164, 9.34909, 13.74288], [-4.27871, 7.39019, 9.87015], [-0.66312, 7.69086, 13.67392], [-2.85147, 9.47506, 15.18460], [-5.01539, 8.52756, 13.26401], [0.02761, 5.09280, 14.73102], [-6.28156, 11.33307, 14.59722], [-4.94669, 6.71343, 10.42900], [-5.04541, 7.51100, 16.35815], [-5.83471, 7.31405, 10.84184], [-3.92582, 3.53656, 13.60382], [-0.28055, 6.81783, 12.87482], [-5.26810, 5.63251, 15.01505], [-7.59843, 9.46466, 14.59937], [-4.29384, 4.95091, 12.04417], [-3.90416, 5.53672, 16.96978], [-3.07910, 11.27532, 18.57863], [0.92988, 6.91649, 11.12816], [-5.11349, 4.43403, 11.78312], [-4.49953, 10.86980, 14.60046], [-3.99711, 6.12173, 11.48841], [-2.67358, 9.89696, 10.67178]], "lowdin_charge": [-0.0698, 0.0881, 0.0818, 0.1043, 0.0730, 0.1245, 0.0924, 0.0725, 0.0932, -1.1382, 0.0933, 0.1274, 0.0429, 0.0220, 0.0807, -0.0487, 0.0250, -0.0187, 0.0733, 0.0861, 0.0630, -0.0597, 0.0653, 0.0583, 0.1685, 0.0887, 0.0764, 0.0215, -0.4315, 0.1109, -0.0590, 1.2520, -0.0865, 0.0536, 0.0788, 0.1339, 0.0766, -0.4420, 0.0831, -0.0582, -0.0755, -0.0531, -0.0204, 0.0795, 0.0313, 0.0463, 0.1045, 0.1174, -0.4878, 0.1195, 0.1130, 0.0421, 0.1535, 0.0666, 0.0713, 0.1441, 0.0637, -0.4592, -1.2558], "s2": 2.003, "gap_ev": [9.951, 9.544], "e_homo_ev": [-9.4317, -10.0334], "spin_multiplicity": 3}

{"formula": "C12H28BCs2O6S3", "method": "wB97M-V/def2-TZVPD", "species": ["S", "H", "H", "O", "S", "H", "O", "H", "C", "S", "O", "H", "C", "C", "H", "H", "Cs", "O", "Cs", "H", "C", "C", "H", "H", "H", "H", "H", "H", "C", "H", "C", "C", "C", "H", "H", "C", "H", "H", "B", "H", "H", "C", "O", "H", "H", "O", "H", "H", "H", "H", "H", "C"], "coordinates": [[-2.50952, -4.17831, 3.79252], [-0.63242, -1.05363, 3.35284], [-1.25109, 1.23803, 1.97978], [-1.72321, -5.33015, 4.14558], [3.80632, 5.13464, -0.71606], [-1.46783, -4.33276, 1.66963], [3.21202, 6.43890, -0.89151], [0.12317, 0.32728, -1.82974], [2.64106, 3.97249, 0.00394], [0.31765, -1.99899, -2.46784], [0.99581, -2.44738, -3.64687], [2.44252, 2.14495, -1.24000], [-0.38097, -0.25571, -2.58719], [-1.90303, -0.50399, -2.43440], [-3.19540, -4.08385, 1.50525], [0.92561, 3.01783, -0.88329], [2.79417, -0.49070, 1.08632], [0.97765, -2.07563, -1.18472], [0.58047, 2.43495, 3.97105], [-3.27883, -2.07394, -2.89799], [2.29091, 3.88336, -2.43341], [-2.23039, -1.84854, -3.08471], [-0.81874, 0.20765, 0.42066], [-1.70284, -1.83754, 1.14432], [2.33637, 3.23916, -3.31826], [3.29491, 3.21621, 0.44738], [-2.13239, -0.47004, -1.36255], [-2.25061, -2.02178, 5.05757], [3.74463, 4.36021, -2.36803], [4.43242, 3.51756, -2.39356], [1.97247, 3.12725, -1.14855], [-1.10510, -2.02594, 3.20447], [-1.31133, -2.82810, -2.37775], [1.52034, 4.64015, -2.57105], [-0.26297, -0.04844, -3.65132], [-2.31972, -3.78327, 2.07600], [0.16508, 1.82351, 0.84246], [-1.57599, -2.96862, -1.33043], [-0.42201, 0.91341, 1.25159], [-2.06468, -1.72712, -4.15475], [-2.51006, 0.33308, -2.78379], [-1.61966, -2.69305, 4.47626], [-3.91757, -4.10253, 4.11548], [-3.03728, -1.82326, 2.35333], [1.97828, 4.35828, 0.77017], [5.07939, 4.96351, -0.03729], [-1.15768, -3.82453, -2.79081], [3.95896, 5.14828, -3.08274], [-0.18005, -2.55926, 2.91207], [0.40508, 0.41446, 1.85730], [-0.94630, -3.18616, 5.17476], [-2.08765, -2.28192, 2.05784]], "lowdin_charge": [0.6852, 0.0778, -0.0651, -0.3139, 0.6844, 0.1103, -0.3053, 0.0702, -0.2170, 0.6787, -0.2992, 0.0953, -0.1669, -0.2271, 0.1129, 0.0912, 0.9634, -0.4301, 0.9967, 0.1226, -0.2257, -0.2062, -0.0388, 0.0924, 0.1188, 0.0771, 0.0975, 0.1030, -0.1987, 0.1101, -0.2079, -0.2417, -0.2043, 0.1269, 0.1015, -0.2388, -0.0668, 0.0948, -0.6054, 0.1247, 0.1214, -0.1884, -0.3143, 0.1300, 0.0983, -0.3285, 0.1095, 0.1121, 0.1172, -0.2225, 0.0937, -0.2051], "de_lowest_kj_mol": 192.6, "gap_ev": 8.495, "e_homo_ev": -12.3131, "charge": 1}